Computed, not measured: the ion C6H10N with charge +1 in a non-equilibrium geometry, with ωB97M-V/def2-TZVPD.

charge	+1
ΔE to the lowest compared entry with this formula, charge and spin	278.8	kJ/mol
LUMO energy (alpha / beta)	-2.8555 / -7.4284	eV
2S+1	3
<S²>	2.0153
electronic energy	-7861.4427	eV
HOMO energy (alpha / beta)	-0.53870 / -0.54129	Eh

Each line ends with the Mulliken spin population.
CARTESIAN COORDINATES (ANGSTROEM)
N (-0.60, -0.05, -0.38)  0.733
C (1.89, -0.08, 0.08)  0.072
C (0.52, 0.36, 0.46)  0.042
C (0.40, 1.96, 0.53)  -0.084
C (-1.42, -1.08, -0.03)  0.021
C (-0.41, 2.44, -0.35)  0.956
C (-1.11, 1.19, -1.00)  0.040
H (0.38, 0.05, 1.55)  0.028
H (1.89, -1.20, 0.03)  0.003
H (2.31, 0.30, -0.84)  0.001
H (-2.13, 1.07, -0.93)  0.023
H (-0.79, 1.09, -2.06)  0.055
H (2.76, 0.39, 0.77)  -0.004
H (-0.93, -1.85, 0.50)  0.012
H (-2.03, -0.79, 0.74)  0.059
H (1.07, 2.49, 1.21)  0.022
H (-2.08, -1.46, -0.86)  0.022

***

Computed, not measured: a structure of composition C15H31LaN3O3Si in a non-equilibrium geometry, with ωB97M-V/def2-TZVPD.

charge	+1
LUMO energy	-3.1775	eV
electronic energy	-35404.3080	eV
HOMO energy	-0.39477	Eh

Each line ends with the Mulliken charge.
CARTESIAN COORDINATES (ANGSTROEM)
La (0.19, -0.12, -0.41)  1.216
Si (3.45, 0.00, 1.27)  0.121
O (-1.90, -2.41, 0.27)  -0.665
O (-0.10, 2.64, -0.62)  -0.144
O (2.18, -2.98, -1.55)  -0.554
N (-2.37, 0.48, -0.63)  -0.174
N (-4.81, 0.18, -0.55)  0.001
N (0.11, -2.41, -0.77)  -0.110
C (-5.29, -1.16, -0.14)  -0.689
C (0.11, 3.33, -1.85)  -0.236
C (-0.10, 3.46, 0.54)  -0.254
C (5.29, -0.19, 1.13)  -1.054
C (1.11, -3.32, -1.12)  0.267
C (-0.81, -4.56, -0.31)  -0.515
C (0.17, 2.26, -2.92)  -1.261
C (2.68, -1.63, 1.82)  -0.821
C (-0.36, 2.55, 1.72)  -0.878
C (-0.97, -3.05, -0.22)  0.510
C (2.63, 0.47, -0.32)  -1.075
C (-3.52, 0.38, -0.60)  0.070
C (0.63, -4.74, -0.82)  -0.430
C (3.05, 1.29, 2.58)  -1.042
C (-5.72, 1.28, -0.91)  -0.777
H (5.73, 0.74, 0.74)  0.311
H (3.08, -0.15, -1.12)  0.536
H (0.86, 3.96, 0.64)  0.347
H (-5.58, 1.58, -1.95)  0.326
H (-1.00, -5.01, 0.65)  0.317
H (0.71, -5.34, -1.72)  0.302
H (0.28, 2.71, -3.91)  0.461
H (3.02, -1.94, 2.82)  0.430
H (1.29, -5.17, -0.07)  0.262
H (-0.88, 4.22, 0.45)  0.348
H (1.58, -1.59, 1.88)  0.148
H (1.05, 1.62, -2.77)  0.286
H (-0.71, 4.03, -2.03)  0.363
H (1.04, 3.89, -1.80)  0.331
H (-4.98, -1.38, 0.87)  0.297
H (-1.55, -4.94, -1.01)  0.274
H (-0.35, 3.11, 2.65)  0.459
H (-0.75, 1.67, -2.93)  0.248
H (2.15, 1.05, 3.15)  0.317
H (5.53, -0.99, 0.43)  0.305
H (0.44, 1.80, 1.81)  -0.176
H (3.87, 1.37, 3.30)  0.381
H (2.94, -2.42, 1.11)  0.211
H (-5.58, 2.14, -0.25)  0.320
H (-4.90, -1.92, -0.81)  0.294
H (2.92, 2.28, 2.13)  0.302
H (-6.74, 0.92, -0.79)  0.276
H (-1.34, 2.06, 1.63)  0.254
H (-6.37, -1.15, -0.19)  0.288
H (5.75, -0.42, 2.09)  0.335
H (2.84, 1.53, -0.55)  0.340

***

Computed, not measured: the ion C3H4Cl3N2 with charge +1 in a non-equilibrium geometry, with ωB97M-V/def2-TZVPD.

charge	+1
SMILES	Cl[C@@H]1NC=[NH+]C1(Cl)Cl
ΔE to the lowest compared entry with this formula, charge and spin	37.1	kJ/mol
LUMO energy	-4.6096	eV
electronic energy	-43715.4383	eV
HOMO energy	-0.55614	Eh

Each line ends with the Mulliken charge.
CARTESIAN COORDINATES (ANGSTROEM)
Cl (-0.68, -1.89, 1.55)  -0.077
Cl (1.21, -2.34, -0.66)  -0.108
Cl (0.92, 0.72, 2.24)  -0.054
N (0.20, 1.38, -0.30)  -0.171
N (-0.92, -0.52, -0.60)  -0.133
C (-0.86, 0.83, -0.80)  -0.056
C (0.98, 0.19, 0.56)  -0.125
C (0.14, -1.06, 0.18)  0.397
H (-1.74, -1.11, -1.04)  0.319
H (1.93, 0.21, 0.19)  0.405
H (0.57, 2.26, -0.09)  0.225
H (-1.77, 1.33, -1.23)  0.380

***

Computed, not measured: a cluster of 4 separate species, C18H18ClO6 in total in a non-equilibrium geometry, with ωB97M-V/def2-TZVPD.

charge	-1
ΔE to the lowest compared entry with this formula, charge and spin	265.7	kJ/mol
LUMO energy	2.7723	eV
electronic energy	-43761.8565	eV
HOMO energy	-0.20120	Eh

Each line ends with the Mulliken charge.
CARTESIAN COORDINATES (ANGSTROEM)
Cl (-0.54, 3.29, -0.63)  -0.639
O (5.74, -1.23, 2.34)  -0.538
O (-4.63, -1.59, 3.54)  -0.529
O (-0.26, 0.00, -1.14)  -0.287
O (-2.53, -1.40, -6.05)  -0.533
O (-0.12, 1.26, 1.83)  -0.485
O (2.33, 2.11, -0.61)  -0.548
C (-1.23, 0.58, 2.24)  0.326
C (4.83, -0.32, 1.74)  0.744
C (2.99, 1.34, 1.55)  0.282
C (-1.47, -1.63, -2.39)  -0.407
C (-3.63, -0.11, 1.80)  -0.635
C (-2.04, -1.09, -4.83)  0.849
C (3.11, 1.38, 0.25)  0.581
C (-1.23, -0.20, 3.36)  -0.607
C (-2.37, 0.71, 1.41)  -0.066
C (-0.78, 0.44, -3.37)  -0.262
C (4.91, -0.25, 0.36)  -0.420
C (-3.55, -0.75, 3.15)  0.446
C (-0.84, -0.41, -2.24)  0.100
C (3.90, 0.49, 2.44)  -0.630
C (4.22, 0.67, -0.32)  -0.529
C (-2.19, -2.05, -3.76)  -0.879
C (-1.38, 0.09, -4.64)  -0.594
C (-2.26, -0.89, 3.79)  -0.393
H (-0.45, -0.33, 3.98)  0.536
H (-4.51, -0.10, 1.07)  0.196
H (-0.19, 1.93, 1.34)  0.198
H (-0.35, 0.97, -0.96)  -0.071
H (5.73, -0.82, -0.18)  0.282
H (4.12, 0.80, -1.48)  0.209
H (1.54, 2.48, -0.10)  0.175
H (-1.63, -2.37, -1.56)  0.311
H (-5.28, -1.37, 2.87)  0.299
H (-2.12, -1.71, 4.55)  0.287
H (4.02, 0.25, 3.71)  0.076
H (-0.38, 1.37, -3.11)  0.530
H (1.91, 1.61, 2.10)  0.022
H (-2.70, -2.87, -3.60)  0.514
H (-2.46, 1.22, 0.40)  0.275
H (-2.18, -0.84, -6.67)  0.273
H (-1.42, 0.99, -5.25)  0.254
H (5.38, -1.66, 3.04)  0.282